[1]
8
Properties=species:S:1:pos:R:3:nbo_charge:R:1 method="wB97M-V/def2-TZVPD" multiplicity=1 e_above_lowest_kcal_mol=120.5 mol_weight_g_mol=63.1 homo_energy_ev="-10.739 / -6.802" max_force_ha_per_bohr=0.10439 energy_ev=-11492.5698
N 0.9695 1.4492 -1.1097 -0.7051
O 0.1228 -1.6689 0.6636 -1.1490
Si -1.0996 -0.7045 0.5795 1.1345
H 1.7051 1.6456 -0.4029 0.2926
H 0.7891 2.2918 -1.4763 0.2868
H 0.9467 -1.6160 0.0641 0.5387
H -1.1296 -0.0085 1.8781 -0.2065
H -2.3039 -1.3887 -0.1964 -0.1920

***

[2]
135
Properties=species:S:1:pos:R:3:lowdin_charge:R:1 method="wB97M-V/def2-TZVPD" multiplicity=1 e_above_lowest_kcal_mol=0.0 mol_weight_g_mol=813.3 homo_energy_ev=-8.456 charge=+1 max_force_ha_per_bohr=0.04823 energy_ev=-65809.4769
C -0.8529 -1.3681 1.7457 -0.0613
C -2.1276 -1.2104 2.5541 -0.5073
C -3.2983 -1.7993 1.7397 -0.0682
C -2.0610 -2.0086 3.8567 -0.0272
C -2.3880 0.2975 2.8373 -0.0976
C -3.3325 0.9200 2.0085 -0.0557
C -4.2111 1.8492 2.5548 -0.0524
C -3.9476 2.2999 3.8360 -0.0519
C -2.6767 2.1408 4.4036 -0.0662
C -2.3398 3.2102 5.4878 -0.5255
C -0.8602 3.5347 5.5704 -0.0528
C -2.9266 2.7506 6.8331 -0.0346
C -3.0029 4.5495 5.1275 -0.0692
C -1.8752 1.0562 3.9346 -0.0685
N -0.5926 0.7218 4.5262 0.0040
C -0.4283 0.3502 5.9384 -0.1153
C 1.0517 0.4657 6.1944 -0.0902
N 1.6402 0.5692 4.8355 -0.0060
C 3.0747 0.3845 4.6870 -0.0694
C 3.6213 -0.9355 4.7266 -0.0832
C 2.8620 -2.2987 4.8637 -0.5155
C 3.6064 -3.4224 4.1152 -0.0653
C 1.4628 -2.3048 4.2816 -0.0509
C 2.8308 -2.6673 6.3576 -0.0297
C 5.0018 -1.0899 4.7833 -0.0510
C 5.8698 -0.0241 4.6386 -0.0492
C 5.3413 1.2528 4.5603 -0.0408
C 3.9720 1.4981 4.6839 -0.0664
C 3.6405 2.9907 5.0073 -0.5176
C 4.5496 3.9419 4.2178 -0.0542
C 3.8615 3.1989 6.5149 -0.0277
C 2.2315 3.3913 4.6430 -0.0574
C 0.6390 0.7704 3.8871 -0.2374
C 0.7304 1.1095 2.5315 -0.0459
C 1.9720 1.3128 1.8136 -0.2445
C 2.9651 0.3195 1.6645 -0.0466
C 4.2302 0.6678 1.2124 -0.0902
C 4.4968 1.9793 0.8004 -0.1038
C 3.4545 2.9143 0.7418 -0.1025
C 2.1849 2.5662 1.1922 -0.0608
H 0.0139 -1.0011 2.2999 0.0415
H -0.6817 -2.4269 1.5086 0.0800
H -0.8963 -0.7711 0.8243 0.0788
H -4.2623 -1.5680 2.2156 0.0993
H -3.3172 -1.4250 0.7062 0.0606
H -3.2145 -2.8936 1.6803 0.0890
H -3.0338 -1.9789 4.3641 0.1011
H -1.8071 -3.0617 3.6656 0.0952
H -1.3234 -1.5934 4.5442 0.0407
H -3.4553 0.6118 0.9687 0.1018
H -5.0951 2.1842 2.0128 0.1119
H -4.7124 2.8860 4.3466 0.1099
H -0.4973 3.9059 4.6027 0.1016
H -0.6759 4.3090 6.3319 0.1057
H -0.2747 2.6636 5.8499 0.0383
H -4.0235 2.7839 6.7914 0.0890
H -2.6531 1.7210 7.0896 0.0688
H -2.5888 3.4098 7.6439 0.0944
H -4.0957 4.5109 5.1753 0.0711
H -2.6794 5.3280 5.8297 0.0915
H -2.7172 4.8708 4.1183 0.0985
H -1.0283 0.9844 6.5974 0.0949
H -0.7760 -0.6775 6.1130 0.1136
H 1.3008 1.3575 6.7994 0.1148
H 1.4819 -0.3888 6.7365 0.1008
H 4.5121 -3.7556 4.6349 0.0765
H 2.9546 -4.3021 4.0278 0.0872
H 3.8747 -3.1123 3.0964 0.0926
H 0.8445 -1.5048 4.6784 0.0503
H 1.4875 -2.2223 3.1897 0.0781
H 0.9563 -3.2480 4.5373 0.0988
H 2.3205 -1.9070 6.9569 0.0625
H 2.3136 -3.6233 6.5042 0.0930
H 3.8510 -2.7553 6.7493 0.0916
H 5.4263 -2.0748 4.9528 0.1036
H 6.9418 -0.1905 4.6059 0.1101
H 6.0502 2.0775 4.4841 0.1075
H 4.5433 3.6823 3.1523 0.0767
H 4.1767 4.9706 4.3062 0.0903
H 5.5797 3.9418 4.5891 0.0755
H 3.2487 2.5038 7.1042 0.0766
H 4.9089 3.0149 6.7831 0.0892
H 3.5955 4.2231 6.8086 0.0928
H 1.5263 2.8622 5.2761 0.0398
H 2.0723 4.4724 4.7823 0.1017
H 2.0198 3.1495 3.5965 0.0741
H -0.1872 1.4977 2.0851 0.1127
H 2.7151 -0.7012 1.9547 0.1001
H 5.0257 -0.0800 1.1969 0.1056
H 5.5065 2.2459 0.4756 0.1022
H 3.6271 3.9158 0.3541 0.1032
H 1.3486 3.2652 1.1563 0.1144
C -4.0101 -0.5297 -5.0464 -0.0315
C -3.4983 0.7300 -4.3548 -0.5432
C -3.8380 1.9306 -5.2379 -0.0545
C -4.1314 0.8980 -2.9819 -0.0346
C -1.9682 0.6545 -4.2685 -0.0852
N -1.2615 1.2458 -5.2510 0.1567
C 0.0991 0.9772 -5.1622 -0.1830
C 0.2644 0.1095 -4.0709 -0.1383
C 1.5272 -0.4355 -3.8282 -0.0196
C 2.5892 -0.0639 -4.6635 -0.0625
C 2.4040 0.8434 -5.7276 -0.0664
C 1.1308 1.3741 -6.0003 -0.0025
C -1.0354 -0.0463 -3.4080 -0.0787
C -1.1813 -0.8399 -2.2337 0.1426
C -0.8549 -2.2292 -2.2986 -0.1795
C -0.4267 -2.8386 -3.5276 0.0122
C 0.1584 -4.0928 -3.5270 -0.0103
C 0.2076 -4.8517 -2.3549 -0.2322
C 0.9700 -6.1355 -2.3822 -0.0278
C -0.4698 -4.3963 -1.2113 0.0033
C -1.0130 -3.1199 -1.1990 0.0198
H -3.7074 -1.4447 -4.5261 0.0880
H -5.1052 -0.5122 -5.1038 0.0996
H -3.6367 -0.5935 -6.0758 0.0944
H -3.3626 2.8497 -4.8697 0.1039
H -3.5600 1.7582 -6.2882 0.0894
H -4.9193 2.0995 -5.2323 0.1006
H -3.6680 1.7426 -2.4584 0.0997
H -5.2034 1.1136 -3.0950 0.0992
H -4.0149 -0.0075 -2.3773 0.0816
H -1.6288 1.8539 -5.9731 0.1558
H 1.6469 -1.1289 -2.9973 0.1178
H 3.5873 -0.4799 -4.4791 0.1120
H 3.2561 1.1438 -6.3517 0.1128
H 0.9425 2.0377 -6.8534 0.1208
H -1.6098 -0.4364 -1.3136 0.1233
H -0.5362 -2.3160 -4.4736 0.1305
H 0.5926 -4.4977 -4.4413 0.1323
H 0.8836 -6.6898 -1.4420 0.0877
H 0.6093 -6.7692 -3.2032 0.0997
H 2.0343 -5.9266 -2.5715 0.1051
H -0.5304 -5.0468 -0.3323 0.1294
H -1.5705 -2.7625 -0.3262 0.0881

***

[3]
48
Properties=species:S:1:pos:R:3:nbo_charge:R:1 method="wB97M-V/def2-TZVPD" multiplicity=1 e_above_lowest_kcal_mol=379.9 mol_weight_g_mol=395.4 homo_energy_ev=-8.238 smiles="CCOC(=O)[C@H]1CCCN(S(=O)(=O)c2cc3[nH]c(=O)c(=O)[nH]c3cc2C)C1" max_force_ha_per_bohr=0.33184 energy_ev=-45546.4024
C -0.8865 -1.4284 2.6960 -0.6192
C -0.1846 -2.7258 2.0615 -0.0811
H -0.0853 -3.3769 2.8248 0.1795
H -0.8904 -3.1458 1.2192 0.2072
O 1.0182 -2.6663 1.4374 -0.4533
C 1.1138 -2.3555 0.3431 0.8389
O 0.1955 -2.4552 -0.3620 -0.6782
C 2.5988 -1.8983 -0.1042 -0.3119
C 2.8153 -0.4232 0.3152 -0.2029
N 2.2592 0.3898 -0.5325 -0.7347
S 1.6300 2.1266 0.0138 2.4445
O 1.9089 2.1609 1.2852 -0.9098
O 2.1561 2.7581 -1.0317 -0.9104
C -0.0787 1.8778 -0.0842 -0.3795
C -0.6521 0.5806 -0.6652 -0.1612
C -2.0893 0.3807 -0.4012 0.1395
C -2.8101 1.3099 -0.0797 0.0617
C -2.3166 2.6300 0.3349 -0.1544
C -0.7975 2.9650 0.2156 -0.0048
C -0.3069 4.1835 0.8415 -0.6652
H 0.3134 4.5248 -0.1569 0.2346
H 0.2472 4.0442 1.7382 0.2502
H -1.0368 4.9882 1.0428 0.2389
H -2.9907 3.5443 0.7263 0.2301
N -4.2104 1.4287 -0.3778 -0.5425
C -4.7509 0.1072 -0.4789 0.5181
O -6.0279 -0.1923 -0.4530 -0.4942
C -3.8862 -0.9168 -0.8726 0.4830
O -4.4290 -2.2161 -0.9837 -0.5504
N -2.5519 -0.8367 -0.7927 -0.5121
H -1.9411 -1.4491 -1.1412 0.4390
H -4.8489 2.0001 0.0003 0.4142
H 0.0312 -0.1642 -0.8338 0.2584
C 2.6799 0.1754 -1.9019 -0.2079
C 2.3795 -1.1772 -2.3750 -0.4554
C 3.0754 -1.9429 -1.4026 -0.4224
H 4.1494 -2.0713 -1.6703 0.2539
H 2.7361 -3.1280 -1.4863 0.2031
H 1.3184 -1.2272 -2.4120 0.2202
H 2.7066 -1.1035 -3.2870 0.2203
H 3.8633 0.4250 -1.7604 0.1616
H 2.0543 1.1274 -2.2434 0.2376
H 3.8566 -0.3146 0.4472 0.1529
H 2.4279 -0.3694 1.4304 0.1935
H 3.1190 -2.4824 0.6109 0.2251
H -0.1777 -1.1177 3.4215 0.2110
H -1.8626 -1.7299 3.0108 0.2306
H -0.8423 -0.8133 1.8737 0.2036

***

[4]
20
Properties=species:S:1:pos:R:3:nbo_charge:R:1 method="wB97M-V/def2-TZVPD" multiplicity=1 e_above_lowest_kcal_mol=104.0 mol_weight_g_mol=103.2 homo_energy_ev=-19.757 charge=+2 smiles="CCC/[N+]([NH3+])=C/N" max_force_ha_per_bohr=0.07210 energy_ev=-8809.0683
C -2.2234 -0.7532 -0.2112 0.4113
C 2.2890 0.4246 -0.4566 -0.5418
C 1.4595 -0.2823 0.6825 -0.4689
C 0.2966 -1.0490 0.1048 -0.2458
N -3.3049 -0.0494 -0.2512 -0.6462
N -0.9502 -0.2686 0.0426 -0.2129
N -0.6466 1.1759 0.0303 -0.5760
H -2.3189 -1.8442 -0.2917 0.2846
H 3.1862 0.8957 0.0396 0.2921
H 2.5425 -0.1846 -1.2863 0.2591
H 1.6055 1.1962 -0.9188 0.1335
H 1.0616 0.3082 1.4827 0.2032
H 2.2096 -1.0457 1.0280 0.3073
H 0.5728 -1.3667 -0.9027 0.2431
H -0.0553 -1.9094 0.7699 0.2693
H -4.2020 -0.4573 -0.5500 0.4832
H -3.2414 0.9165 -0.2360 0.4100
H -1.2970 1.8335 -0.3765 0.4602
H 0.3990 1.1132 -0.4770 0.4770
H -0.3440 1.4065 0.9718 0.4578

***

[5]
106
Properties=species:S:1:pos:R:3:lowdin_charge:R:1 method="wB97M-V/def2-TZVPD" multiplicity=1 mol_weight_g_mol=647.8 homo_energy_ev=-10.433 smiles="O=S1(=O)O[C@H](CCCBr)C(CCCCO)(CCCCO)O1.CCCCCC.CCCCCC.CCCCCC" max_force_ha_per_bohr=0.04554 energy_ev=-126396.1990
O 1.6142 1.8390 4.3161 -0.2105
S 0.6988 2.0294 3.2550 0.5675
O 0.4329 3.3740 2.9621 -0.2014
O 1.2246 1.2379 1.9858 -0.1881
C 0.4111 0.0744 1.6296 -0.2089
C -0.3010 0.4749 0.3222 -0.1051
C 0.3201 -0.2090 -0.9271 -0.2612
C -0.7090 -1.0036 -1.7073 -0.5585
Br -1.3773 -2.5255 -0.6706 0.6671
C -0.4105 -0.1552 2.8769 -0.3647
C -1.8420 -0.7085 2.7145 -0.1220
C -2.9149 0.3240 2.3489 -0.1711
C -4.2142 -0.3302 1.8610 -0.1683
C -4.5249 -1.6538 2.5173 -0.2867
O -5.9087 -1.9465 2.3874 -0.0618
C 0.2621 -0.9826 4.0059 -0.0796
C 1.7936 -1.2256 3.9040 -0.1626
C 2.1585 -2.6544 3.4646 -0.1730
C 2.4759 -2.8186 1.9890 -0.2618
O 2.8922 -4.1604 1.7192 -0.0716
O -0.6313 1.1924 3.4222 -0.1470
H 1.1196 -0.6997 1.3884 0.1087
H -0.1341 1.5318 0.1886 0.1293
H -1.3595 0.2726 0.3289 0.0807
H 0.6770 0.5494 -1.6185 0.1150
H 1.1629 -0.8379 -0.6583 0.0995
H -0.3251 -1.3719 -2.6453 0.0389
H -1.5445 -0.3399 -1.8604 0.0636
H -2.1115 -1.1140 3.6754 0.1134
H -1.7884 -1.5007 1.9824 0.0725
H -2.5737 1.0470 1.6222 0.1002
H -3.1429 0.8837 3.2465 0.1199
H -4.1673 -0.5125 0.7926 0.1131
H -5.0442 0.3269 2.0887 0.1019
H -4.2710 -1.6192 3.5788 0.1159
H -3.9222 -2.4556 2.0959 0.1120
H -6.0201 -2.9088 2.4293 0.0906
H -0.1970 -1.9544 4.1060 0.1106
H 0.0766 -0.4263 4.9119 0.1253
H 2.3071 -0.4764 3.3178 0.0914
H 2.1786 -1.1258 4.9099 0.1129
H 1.3867 -3.3775 3.7239 0.1102
H 3.0480 -2.9500 4.0091 0.1151
H 3.3086 -2.1790 1.7192 0.1132
H 1.6011 -2.6386 1.3671 0.0951
H 2.1892 -4.7468 2.0405 0.0866
C 2.4710 -0.7480 -4.6274 -0.1081
C 1.3672 -1.3978 -5.4576 -0.2713
C 1.4082 -2.9238 -5.4316 -0.2307
C 2.6712 -3.5560 -6.0169 -0.2281
C 2.9674 -3.1783 -7.4672 -0.2701
C 1.8838 -3.6251 -8.4445 -0.1119
H 3.4625 -0.9987 -5.0054 0.0672
H 2.3743 0.3387 -4.6536 0.0705
H 2.4130 -1.0666 -3.5833 0.0658
H 1.4177 -1.0324 -6.4864 0.1003
H 0.3984 -1.0719 -5.0665 0.0931
H 0.5319 -3.3081 -5.9610 0.1019
H 1.3024 -3.2595 -4.3942 0.1068
H 2.5770 -4.6437 -5.9450 0.1102
H 3.5332 -3.2905 -5.3985 0.1018
H 3.9135 -3.6422 -7.7566 0.1040
H 3.1187 -2.0989 -7.5553 0.0980
H 1.7418 -4.7067 -8.4000 0.0748
H 2.1593 -3.3664 -9.4676 0.0687
H 0.9263 -3.1469 -8.2332 0.0644
C -7.5328 6.6279 1.4279 -0.1123
C -8.3288 5.4650 0.8422 -0.2716
C -8.4023 4.2515 1.7675 -0.2299
C -7.0546 3.6065 2.0937 -0.2282
C -6.2525 3.1410 0.8802 -0.2695
C -6.9550 2.0568 0.0675 -0.1096
H -6.4912 6.3563 1.6048 0.0648
H -7.5375 7.4788 0.7454 0.0681
H -7.9650 6.9565 2.3751 0.0743
H -7.9037 5.1795 -0.1239 0.0972
H -9.3475 5.8045 0.6381 0.1032
H -9.0650 3.5058 1.3196 0.1007
H -8.8795 4.5496 2.7061 0.1090
H -7.2323 2.7494 2.7512 0.1090
H -6.4456 4.3056 2.6736 0.1016
H -5.2933 2.7496 1.2322 0.0911
H -6.0147 3.9897 0.2331 0.0992
H -7.1675 1.1830 0.6873 0.0711
H -6.3232 1.7342 -0.7618 0.0687
H -7.8951 2.4123 -0.3563 0.0651
C 8.4595 -1.2616 0.2149 -0.1118
C 7.4932 -0.3753 -0.5657 -0.2715
C 7.3115 1.0129 0.0462 -0.2295
C 6.7154 1.0243 1.4546 -0.2255
C 5.3544 0.3441 1.5820 -0.2655
C 4.2619 1.0093 0.7499 -0.0949
H 8.1027 -1.4546 1.2276 0.0647
H 8.5796 -2.2268 -0.2789 0.0684
H 9.4446 -0.7959 0.2835 0.0743
H 6.5266 -0.8787 -0.6569 0.0968
H 7.8715 -0.2558 -1.5843 0.1031
H 6.6852 1.6128 -0.6202 0.1000
H 8.2824 1.5168 0.0772 0.1091
H 6.6239 2.0641 1.7831 0.1112
H 7.4136 0.5524 2.1512 0.1018
H 5.0551 0.3670 2.6338 0.1063
H 5.4321 -0.7133 1.3098 0.0921
H 4.1382 2.0561 1.0324 0.0851
H 3.3080 0.5075 0.9093 0.0405
H 4.4844 0.9653 -0.3182 0.0699